1.
Entry from OMol25: the molecule C4H7NO (the ωB97M-V functional and the def2-TZVPD basis).

Geometry as XYZ:
```
13
Properties=species:S:1:pos:R:3:lowdin_charge:R:1
N 2.16 -0.28 -0.14 0.1540
C 1.05 0.51 -0.05 -0.5087
O 1.07 1.69 -0.37 0.0426
C -0.18 -0.24 0.42 -0.2104
C -1.33 -0.47 -0.54 -0.1194
C -1.44 0.58 0.50 -0.1052
H 2.17 -1.20 0.25 0.0952
H 3.01 0.17 -0.45 0.1084
H -0.05 -1.20 0.89 0.1242
H -1.13 -0.24 -1.57 0.1050
H -1.91 -1.38 -0.35 0.1055
H -2.14 0.46 1.32 0.1030
H -1.30 1.58 0.10 0.1058
```

Output
E_tot	-286.59391	hartree
relative energy (zero: lowest compared OMol25 entry of this formula, charge and spin)	23.7	kcal per mole
highest occupied orbital energy	-9.9096	eV
E_LUMO	0.96	eV
SMILES string	NC(=O)C1CC1


2.
Entry from OMol25: a structure of composition C4H10FNPSn (the ωB97M-V functional and the def2-TZVPD basis).

Geometry as XYZ:
```
18
Properties=species:S:1:pos:R:3:lowdin_charge:R:1
C -0.87 1.41 1.07 -0.0984
C 0.51 1.26 0.48 -0.3808
F 1.41 1.93 1.29 -0.0071
C 0.94 -0.19 0.32 -0.1978
C -0.10 -0.98 -0.39 -0.1976
P 0.23 -1.86 -1.86 0.6579
N -0.61 -1.33 -3.08 -0.2455
H -0.74 1.60 2.15 -0.2640
H -1.41 2.26 0.66 0.1069
H -1.50 0.53 0.95 0.0832
H 0.53 1.76 -0.48 0.1578
H 1.86 -0.17 -0.26 0.1157
H 1.15 -0.63 1.29 0.1382
H -0.64 -1.63 0.30 0.0766
H -0.09 -3.19 -1.55 0.0164
H 1.61 -1.86 -2.09 0.0136
H -1.16 -0.51 -2.86 -0.0323
Sn -1.13 1.60 4.04 1.0573
```

Output
E_tot	-868.12736	hartree
total charge	+1
highest occupied orbital energy	-10.3386	eV
E_LUMO	-7.53	eV


3.
Entry from OMol25: a structure of composition C25H25IrN9O7 (the ωB97M-V functional and the def2-TZVPD basis).

Geometry as XYZ:
```
67
Properties=species:S:1:pos:R:3:lowdin_charge:R:1
Ir -0.07 0.13 0.16 1.5294
N 2.51 0.70 3.58 0.1391
C 1.78 0.96 2.51 -0.1316
N 1.37 0.05 1.67 -0.0427
C 1.69 -1.33 1.92 -0.2755
N 1.20 -2.25 1.18 0.1061
N 0.39 -1.75 0.20 -0.2504
C -0.43 -2.55 -0.57 -0.0285
C -1.27 -1.88 -1.47 -0.2673
C -2.06 -2.51 -2.44 -0.0065
C -2.78 -1.75 -3.33 -0.0405
C -2.69 -0.35 -3.28 -0.0343
C -1.91 0.23 -2.31 -0.1087
N -1.24 -0.49 -1.40 -0.0690
C 2.56 -1.65 3.06 -0.0903
C 2.97 -2.94 3.36 0.0003
C 3.71 -3.19 4.50 -0.0503
C 4.05 -2.14 5.36 -0.0534
C 3.66 -0.85 5.06 -0.0089
C 2.92 -0.61 3.91 -0.1642
H 2.75 1.45 4.20 0.1624
H 1.53 2.00 2.33 0.1453
H -0.39 -3.62 -0.46 0.1330
H -2.08 -3.59 -2.47 0.1257
H -3.40 -2.23 -4.08 0.1192
H -3.23 0.27 -3.97 0.1165
H -1.82 1.31 -2.24 0.0900
H 2.70 -3.74 2.68 0.1211
H 4.02 -4.20 4.73 0.1152
H 4.61 -2.34 6.26 0.1172
H 3.92 -0.03 5.72 0.1216
O -2.48 -0.65 4.02 0.2246
C -2.20 -0.47 2.80 -0.5164
O -1.28 -0.87 2.09 0.0054
C -3.23 0.51 2.25 0.0131
C -4.54 0.49 2.72 0.0824
C -5.48 1.23 2.07 -0.1098
C -5.18 1.97 0.94 0.1041
C -3.88 2.04 0.50 -0.0311
C -2.80 1.40 1.19 -0.2756
O -1.59 1.57 0.89 -0.1432
N -3.66 2.79 -0.76 -0.3141
O -2.53 3.16 -1.05 0.0383
O -4.61 2.86 -1.53 0.1040
N -6.87 1.24 2.57 -0.3454
O -7.67 1.94 1.98 0.0970
O -7.12 0.54 3.54 0.0978
H -4.82 -0.13 3.56 0.1412
H -5.95 2.49 0.40 0.1419
C 2.70 3.76 -1.97 -0.0414
C 1.50 3.17 -2.71 -0.6318
C 0.34 4.15 -2.72 -0.0386
C 1.90 2.80 -4.13 -0.0398
N 1.05 1.89 -2.10 -0.0471
N 0.49 2.05 -0.80 -0.0838
H 3.07 4.65 -2.48 0.0952
H 3.52 3.03 -1.92 0.0873
H 2.44 4.06 -0.94 0.0719
H 0.59 5.01 -3.36 0.0971
H 0.12 4.55 -1.73 0.0822
H -0.56 3.68 -3.13 0.0889
H 2.24 3.69 -4.67 0.0932
H 1.06 2.37 -4.67 0.0901
H 2.73 2.08 -4.14 0.0884
H 1.81 1.23 -2.03 0.1145
H -0.40 2.53 -0.89 0.0492
H 1.07 2.61 -0.18 0.0901
```

Output
E_tot	-2090.98047	hartree
total charge	+1
relative energy (zero: lowest compared OMol25 entry of this formula, charge and spin)	10.9	kcal per mole
multiplicity	5
expectation value of S²	6.0497
highest occupied orbital energy (spin up / spin down)	-9.1743 / -11.2933	eV
E_LUMO (spin up / spin down)	-3.19 / -6.19	eV


4.
Entry from OMol25: a structure of composition C16H12BrCl5NO5PdS (the ωB97M-V functional and the def2-TZVPD basis).

Geometry as XYZ:
```
42
Properties=species:S:1:pos:R:3:lowdin_charge:R:1
Pd -1.32 -1.55 0.03 0.6677
Cl -8.51 -1.42 1.10 0.6362
C -6.79 -1.46 1.25 -0.7244
C -5.98 -1.32 0.13 -0.7024
Cl -6.68 -1.09 -1.43 0.6642
C -4.60 -1.35 0.26 -0.5647
Cl -3.58 -1.16 -1.14 0.6998
C -3.94 -1.54 1.49 -0.4848
O -2.66 -1.58 1.64 -0.2236
C -4.79 -1.67 2.61 -0.6084
Cl -4.03 -1.89 4.14 0.7035
C -6.17 -1.64 2.49 -0.6990
Cl -7.16 -1.81 3.90 0.6552
C 1.89 -1.51 -3.09 -0.0412
C 2.40 -0.23 -2.49 -0.2647
C 3.72 -0.12 -2.05 -0.0329
C 4.14 0.99 -1.34 -0.0655
C 3.24 2.01 -1.08 -0.3026
C 1.94 1.96 -1.58 -0.0532
C 1.53 0.84 -2.28 -0.0328
S 3.65 3.23 0.12 0.6125
O 5.08 3.41 0.13 -0.3075
O 2.75 4.33 -0.08 -0.2895
N 3.28 2.54 1.55 -0.1373
C 1.97 1.87 1.70 -0.1926
C 2.00 0.36 1.42 -0.0842
C 0.76 -0.13 0.72 -0.6786
O -0.34 0.44 0.93 -0.0488
O 0.87 -1.17 -0.03 -0.1472
H 2.71 -2.15 -3.41 0.0758
H 1.24 -1.32 -3.94 0.0815
H 1.31 -2.06 -2.34 0.0497
H 4.41 -0.94 -2.23 0.1126
H 5.15 1.06 -0.96 0.1129
H 1.25 2.77 -1.37 0.1187
H 0.51 0.76 -2.61 0.1247
H 4.08 2.01 1.89 0.1092
H 1.27 2.37 1.03 0.1024
H 1.59 2.07 2.70 0.1179
H 2.10 -0.21 2.34 0.1276
H 2.85 0.10 0.79 0.1026
Br -1.12 -3.81 -0.92 -0.1886
```

Output
E_tot	-6449.03790	hartree
total charge	-1
relative energy (zero: lowest compared OMol25 entry of this formula, charge and spin)	0.0	kcal per mole
multiplicity	3
expectation value of S²	2.0050
highest occupied orbital energy (spin up / spin down)	-5.6657 / -5.7164	eV
E_LUMO (spin up / spin down)	2.32 / 1.21	eV


5.
Entry from OMol25: a cluster of 7 separate species, C42H63I3N9O7P in total (the ωB97M-V functional and the def2-TZVPD basis).

Geometry as XYZ:
```
125
Properties=species:S:1:pos:R:3:lowdin_charge:R:1
C -3.17 0.06 -4.24 -0.1889
C -2.41 -0.60 -3.12 -0.8084
I -0.45 0.12 -2.93 1.0350
C -2.84 -1.55 -2.30 -0.8276
I -4.77 -2.37 -2.54 0.9448
C -2.06 -2.11 -1.17 -0.3570
C -1.12 -3.14 -1.38 -0.5405
I -0.84 -3.87 -3.32 1.0377
C -0.36 -3.67 -0.33 -0.1627
C 0.65 -4.76 -0.52 -0.1649
O -0.09 -5.98 -0.81 -0.1301
N 0.64 -6.79 -1.69 -0.0549
O -0.04 -7.61 -2.15 0.0567
C -0.59 -3.12 0.92 0.0027
C -1.52 -2.12 1.13 -0.0216
C -2.28 -1.59 0.11 -0.1550
C -3.28 -0.51 0.39 -0.1434
P -2.45 1.10 0.62 0.4405
O -1.00 1.01 0.45 -0.2782
O -3.18 2.14 -0.36 -0.1224
O -2.80 1.64 2.09 -0.1298
C -1.51 -1.78 2.59 -0.3344
O -2.31 -1.13 3.21 0.1361
N -0.42 -2.47 3.14 0.0513
C 0.37 -1.90 4.22 -0.1080
C 0.96 -0.54 3.85 -0.1679
C 2.42 -0.40 4.31 -0.2055
C 3.45 -0.98 3.33 -0.2104
C 3.69 -0.11 2.09 -0.2800
N 2.59 -0.24 1.12 0.0080
C 0.04 -3.44 2.25 -0.3152
O 0.73 -4.39 2.55 0.1166
H -3.95 -0.59 -4.63 0.0249
H -3.61 0.99 -3.86 0.0842
H -2.48 0.36 -5.03 0.0428
H 1.22 -4.93 0.39 0.1139
H 1.31 -4.56 -1.36 0.0993
H -4.02 -0.48 -0.41 0.0459
H -3.81 -0.74 1.32 0.1068
H -4.04 1.82 -0.67 0.0782
H -3.65 2.09 2.11 0.0855
H 1.16 -2.62 4.47 0.1226
H -0.27 -1.80 5.10 0.1264
H 0.39 0.23 4.38 0.1074
H 0.86 -0.31 2.79 0.0946
H 2.55 -0.90 5.28 0.1068
H 2.66 0.65 4.48 0.1091
H 4.41 -1.04 3.86 0.1044
H 3.22 -2.01 3.02 0.1079
H 3.83 0.93 2.38 0.1099
H 4.63 -0.44 1.63 0.1002
H 2.76 -1.02 0.50 0.0624
H 2.46 0.59 0.57 0.0652
C -2.37 2.69 5.37 -0.1042
C -2.91 4.09 5.65 -0.2597
C -2.16 5.18 4.88 -0.1859
C -0.74 5.21 5.26 -0.2305
N 0.37 5.21 5.55 0.1549
H -1.33 2.61 5.70 0.0689
H -2.94 1.94 5.91 0.0772
H -2.41 2.46 4.31 0.0485
H -2.86 4.29 6.72 0.0848
H -3.97 4.13 5.37 0.1048
H -2.58 6.16 5.10 0.1149
H -2.22 5.02 3.81 0.1170
C 5.66 1.74 -4.30 -0.1080
C 4.67 1.26 -5.36 -0.2865
C 3.22 1.26 -4.86 -0.1932
C 3.03 0.36 -3.72 -0.2804
N 2.89 -0.34 -2.83 0.1271
H 5.67 1.07 -3.44 0.0698
H 6.67 1.76 -4.71 0.0702
H 5.41 2.74 -3.95 0.0750
H 4.94 0.27 -5.70 0.1032
H 4.72 1.92 -6.23 0.0805
H 2.55 0.93 -5.66 0.0996
H 2.92 2.26 -4.56 0.1226
C 1.27 4.69 8.89 -0.1188
C 0.91 4.46 10.35 -0.2622
C 0.12 3.16 10.54 -0.1895
C -1.14 3.18 9.79 -0.2288
N -2.12 3.22 9.20 0.1563
H 0.37 4.79 8.27 0.0430
H 1.84 5.61 8.77 0.0742
H 1.86 3.87 8.49 0.0792
H 0.32 5.30 10.72 0.1103
H 1.81 4.41 10.96 0.1057
H -0.13 3.00 11.60 0.1157
H 0.70 2.30 10.21 0.1199
C 1.15 3.15 -9.04 -0.1219
C 2.55 3.60 -9.43 -0.2561
C 3.41 2.44 -9.98 -0.1836
C 3.56 1.39 -8.98 -0.2091
N 3.65 0.59 -8.16 0.1789
H 1.17 2.41 -8.24 0.0625
H 0.56 3.99 -8.69 0.0639
H 0.63 2.71 -9.89 0.0728
H 3.05 4.04 -8.57 0.1104
H 2.50 4.37 -10.20 0.1074
H 4.40 2.79 -10.26 0.1172
H 2.94 2.01 -10.86 0.1204
C -0.17 -6.99 4.12 -0.1150
C -0.93 -8.27 4.45 -0.2599
C -0.69 -8.75 5.89 -0.1956
C 0.72 -9.04 6.14 -0.2443
N 1.83 -9.27 6.33 0.1416
H 0.91 -7.13 4.19 0.0761
H -0.39 -6.66 3.11 0.0602
H -0.45 -6.18 4.80 0.0783
H -0.64 -9.06 3.76 0.1113
H -2.00 -8.11 4.32 0.1063
H -1.26 -9.65 6.09 0.1144
H -1.01 -7.98 6.60 0.1181
C -2.82 1.28 -10.26 -0.1096
C -3.98 1.86 -9.47 -0.2601
C -3.63 3.18 -8.78 -0.1868
C -2.54 3.01 -7.83 -0.2311
N -1.68 2.88 -7.08 0.1640
H -1.97 1.05 -9.61 0.0681
H -3.11 0.36 -10.76 0.0729
H -2.47 1.98 -11.03 0.0756
H -4.31 1.14 -8.72 0.1104
H -4.83 2.03 -10.14 0.1077
H -4.50 3.57 -8.24 0.1175
H -3.34 3.93 -9.52 0.1201
```

Output
E_tot	-3892.11366	hartree
highest occupied orbital energy	-8.4888	eV
E_LUMO	-0.37	eV
SMILES string	C/C(I)=C(\I)c1c(I)c(CON=O)c2c(c1CP(=O)(O)O)C(=O)N(CCCCCN)C2=O.CCCC#N.CCCC#N.CCCC#N.CCCC#N.CCCC#N.CCCC#N


no.,strongest force on any atom (hartree/bohr)
1,0.024
2,0.054
3,0.024
4,0.014
5,0.020